1.
ORCA calculation (ωB97M-V with the def2-TZVPD basis set) on C26H23Cl2EuN2O9S as an isolated structure at a distorted geometry.

Geometry (Å):
Eu (9.064, -17.758, -1.765)
O (12.699, -17.939, -0.020)
Cl (11.510, -18.781, -0.216)
O (11.602, -20.174, 0.107)
O (10.290, -18.193, 0.471)
O (11.102, -18.702, -1.661)
C (9.750, -22.335, -3.090)
C (9.789, -20.978, -2.794)
N (8.824, -20.350, -2.068)
C (7.750, -21.008, -1.551)
C (7.690, -22.472, -1.765)
C (8.734, -23.060, -2.525)
C (6.646, -23.268, -1.173)
C (5.677, -22.618, -0.444)
C (5.698, -21.208, -0.248)
C (4.654, -20.575, 0.443)
C (4.693, -19.190, 0.641)
C (5.742, -18.456, 0.167)
N (6.743, -19.026, -0.518)
C (6.738, -20.362, -0.745)
H (10.546, -22.811, -3.673)
H (10.635, -20.345, -3.115)
H (8.637, -24.139, -2.696)
H (6.645, -24.356, -1.269)
H (4.890, -23.083, 0.098)
H (3.912, -21.213, 0.964)
H (3.888, -18.726, 1.159)
H (5.722, -17.349, 0.240)
O (7.849, -18.461, -5.618)
Cl (8.441, -17.659, -4.582)
O (8.720, -16.282, -4.870)
O (7.513, -17.702, -3.436)
O (9.690, -18.276, -4.011)
O (10.370, -15.758, -2.454)
S (10.625, -14.780, -3.579)
C (11.978, -13.746, -2.826)
C (13.311, -14.376, -3.136)
C (13.521, -15.784, -2.978)
C (14.721, -16.362, -3.438)
C (15.681, -15.551, -3.981)
C (15.488, -14.192, -4.152)
C (14.342, -13.572, -3.707)
C (9.194, -13.646, -3.503)
C (8.848, -13.130, -2.123)
C (8.288, -13.833, -1.055)
C (7.915, -13.250, 0.110)
C (8.321, -11.885, 0.365)
C (8.864, -11.141, -0.639)
C (9.068, -11.754, -1.841)
H (11.776, -13.656, -1.737)
H (12.016, -12.733, -3.330)
H (12.741, -16.411, -2.594)
H (14.835, -17.475, -3.463)
H (16.605, -15.971, -4.382)
H (16.312, -13.645, -4.667)
H (14.141, -12.530, -3.923)
H (8.484, -14.292, -4.040)
H (9.416, -12.821, -4.177)
H (7.940, -14.968, -1.209)
H (7.351, -13.773, 0.907)
H (8.142, -11.559, 1.426)
H (9.168, -10.120, -0.411)
H (9.587, -11.154, -2.584)
H (7.590, -15.906, -0.772)

Cartesian forces (eV/Å) of the 6 atoms listed first:
Eu -1.0 1.3 2.7
O -2.1 -2.1 0.0
Cl -0.9 1.4 0.0
O 0.8 1.1 0.2
O 1.7 -0.5 -0.7
O 2.0 -0.2 0.5

Properties
Frontier orbital gap (alpha / beta) ... 5.53 / 6.89 eV
Max |F| ... 3.5 eV/Å
Expectation value of S² ... 12.37
Multiplicity ... 7
LUMO energy (alpha / beta) ... -1.10 / -0.66 eV
Charge ... 0

Atom charges from the Löwdin analysis, given in e for atoms 1 to 2:
1. Eu 1.72
2. O -0.29

2.
ORCA calculation (ωB97M-V with the def2-TZVPD basis set) on a 12-piece molecular cluster, C36H61N3O14 overall at a distorted geometry.

Geometry (Å):
C (-2.704, 2.591, 4.321)
C (-2.811, 2.723, 2.939)
C (-2.187, 3.788, 2.458)
N (-1.616, 4.437, 3.530)
C (-1.930, 3.706, 4.620)
H (-3.142, 1.856, 4.980)
H (-3.321, 2.066, 2.250)
H (-1.964, 4.069, 1.439)
H (-1.070, 5.286, 3.566)
H (-1.495, 3.934, 5.581)
C (4.641, 2.237, 2.465)
C (3.611, 2.056, 3.411)
C (3.430, 0.702, 3.598)
N (4.393, 0.056, 2.896)
C (5.129, 0.994, 2.214)
H (5.110, 3.166, 2.175)
H (3.248, 2.777, 4.128)
H (2.787, 0.196, 4.303)
H (4.585, -0.931, 2.990)
H (6.017, 0.648, 1.705)
C (-0.392, 0.704, 0.842)
C (-1.331, 0.027, 0.005)
C (-0.474, -0.901, -0.611)
N (0.739, -0.905, 0.005)
C (0.838, -0.007, 0.954)
H (-0.467, 1.618, 1.413)
H (-2.355, 0.249, -0.260)
H (-0.663, -1.711, -1.300)
H (1.386, -1.652, -0.207)
H (1.815, 0.128, 1.394)
O (3.879, -6.390, -0.642)
C (4.278, -5.253, -0.522)
C (5.553, -4.581, -0.994)
C (5.719, -3.391, -0.171)
C (4.295, -3.089, 0.246)
O (3.624, -4.371, 0.151)
H (6.448, -5.191, -1.115)
H (5.372, -4.182, -1.992)
H (6.299, -3.504, 0.745)
H (6.008, -2.493, -0.717)
H (4.293, -2.683, 1.258)
H (3.672, -2.388, -0.310)
O (-2.207, 0.912, -6.805)
C (-2.304, 0.334, -5.736)
C (-3.068, 0.688, -4.416)
C (-2.521, -0.249, -3.404)
C (-1.966, -1.452, -4.271)
O (-1.744, -0.784, -5.543)
H (-2.721, 1.712, -4.276)
H (-4.111, 0.722, -4.729)
H (-1.799, 0.245, -2.754)
H (-3.323, -0.782, -2.892)
H (-1.099, -1.881, -3.769)
H (-2.794, -2.093, -4.573)
O (0.566, -3.369, 1.176)
C (-0.227, -3.272, 2.166)
C (-0.858, -1.891, 2.698)
C (-1.516, -2.427, 3.977)
C (-1.739, -3.914, 3.705)
O (-0.725, -4.312, 2.869)
H (-0.118, -1.094, 2.765)
H (-1.645, -1.739, 1.959)
H (-0.826, -2.311, 4.812)
H (-2.404, -1.833, 4.194)
H (-1.936, -4.553, 4.566)
H (-2.668, -3.926, 3.135)
O (-0.929, 3.021, -2.777)
C (0.065, 2.300, -3.014)
C (1.406, 2.221, -2.404)
C (1.951, 0.908, -3.029)
C (1.319, 0.785, -4.364)
O (0.096, 1.511, -4.055)
H (2.006, 3.092, -2.665)
H (1.404, 2.248, -1.314)
H (3.035, 1.020, -3.059)
H (1.715, 0.118, -2.316)
H (1.965, 1.318, -5.061)
H (1.169, -0.274, -4.575)
O (-0.861, 7.127, 0.372)
C (0.041, 6.251, 0.503)
C (0.634, 5.292, -0.534)
C (2.011, 5.018, 0.187)
C (1.572, 4.977, 1.697)
O (0.631, 6.005, 1.734)
H (-0.111, 4.503, -0.433)
H (0.801, 5.704, -1.529)
H (2.439, 4.041, -0.036)
H (2.686, 5.815, -0.124)
H (1.082, 4.032, 1.933)
H (2.474, 5.133, 2.289)
C (-2.985, -4.011, -0.960)
O (-1.953, -4.305, -1.923)
H (-3.637, -4.882, -1.024)
H (-2.504, -3.945, 0.015)
H (-3.623, -3.157, -1.188)
H (-1.181, -4.759, -1.577)
C (1.397, -3.947, -2.459)
O (0.777, -4.773, -1.522)
H (2.465, -3.901, -2.247)
H (1.156, -4.381, -3.429)
H (1.056, -2.912, -2.434)
H (1.276, -4.550, -0.733)
C (-4.061, 3.099, -0.769)
O (-5.412, 3.283, -1.187)
H (-4.118, 2.439, 0.096)
H (-3.445, 2.683, -1.566)
H (-3.609, 4.029, -0.426)
H (-5.406, 3.639, -2.079)
C (-4.883, -1.580, 1.442)
O (-5.860, -1.997, 2.298)
H (-4.168, -2.360, 1.180)
H (-5.277, -1.256, 0.479)
H (-4.220, -0.791, 1.799)
H (-5.879, -2.952, 2.200)

Cartesian forces (eV/Å) of the 6 atoms listed first:
C 0.9 1.7 0.1
C -2.1 -2.7 -1.7
C 1.6 2.0 -0.8
N -0.1 -0.5 0.1
C 0.2 -0.7 2.3
H 0.2 0.2 -0.1

Properties
SMILES ... c1cc[nH]c1.c1cc[nH]c1.c1cc[nH]c1.O=C1CCCO1.O=C1CCCO1.O=C1CCCO1.O=C1CCCO1.O=C1CCCO1.CO.CO.CO.CO
Frontier orbital gap ... 8.06 eV
Max |F| ... 5.5 eV/Å
Multiplicity ... 1
LUMO energy ... -0.23 eV
Charge ... 0

Atom charges from the Löwdin analysis, given in e for atoms 1 to 2:
1. C -0.07
2. C -0.17

3.
ORCA calculation (ωB97M-V with the def2-TZVPD basis set) on a 2-piece molecular cluster, CH7N4 overall at a distorted geometry.

Geometry (Å):
C (-1.746, -0.003, 0.273)
N (-2.730, -0.660, 0.303)
N (0.239, 1.280, -0.493)
N (-0.726, 0.641, 0.253)
N (1.711, -0.939, 0.067)
H (1.131, -1.134, 0.926)
H (-3.640, -0.638, 0.677)
H (0.192, 2.304, -0.174)
H (-0.017, 1.472, -1.440)
H (1.324, 0.193, 0.001)
H (2.768, -0.907, 0.361)
H (1.493, -1.609, -0.754)

Cartesian forces (eV/Å) of the 6 atoms listed first:
C -0.2 1.3 -1.1
N 0.3 -1.3 -0.1
N 0.1 2.9 1.1
N 0.3 -0.6 1.5
N 0.7 1.4 1.4
H 0.8 -0.7 -1.1

Properties
Frontier orbital gap ... 9.76 eV
Max |F| ... 3.1 eV/Å
Multiplicity ... 1
LUMO energy ... -3.69 eV
Charge ... +1

Atom charges from the Löwdin analysis, given in e for atoms 1 to 2:
1. C -0.29
2. N 0.21